{"formula": "C32H34I2N12OPPbS", "method": "ωB97M-V with the def2-TZVPD basis set", "fmax_ha_per_bohr": 0.007, "charge": 3, "relative_energy_kcal_mol": 1.0, "gap_ev": 6.96, "symbols": ["Pb", "C", "N", "C", "C", "N", "C", "P", "C", "N", "C", "C", "N", "C", "C", "N", "C", "C", "N", "C", "H", "H", "H", "H", "H", "H", "H", "H", "H", "H", "H", "H", "H", "H", "H", "N", "C", "S", "N", "N", "C", "C", "C", "C", "C", "C", "C", "C", "C", "C", "C", "C", "N", "H", "H", "H", "H", "H", "H", "H", "H", "H", "H", "H", "N", "C", "O", "C", "I", "H", "H", "H", "H", "I", "C", "C", "C", "C", "N", "C", "H", "H", "H", "H"], "xyz": [[0.37, 0.68, 0.64], [-2.61, 5.28, 2.81], [-2.02, 3.95, 2.75], [-2.08, 3.03, 3.76], [-1.38, 1.94, 3.34], [-0.89, 2.19, 2.08], [-1.29, 3.41, 1.74], [-0.93, 4.34, 0.21], [0.88, 4.11, 0.19], [1.53, 2.95, 0.27], [2.86, 3.26, 0.28], [3.02, 4.62, 0.20], [1.76, 5.14, 0.15], [1.47, 6.56, 0.00], [-1.43, 3.09, -1.01], [-1.13, 1.79, -1.01], [-1.74, 1.24, -2.10], [-2.43, 2.22, -2.76], [-2.23, 3.38, -2.07], [-2.75, 4.68, -2.46], [-3.35, 5.30, 3.61], [-1.85, 6.03, 3.01], [-3.11, 5.51, 1.87], [-2.60, 3.22, 4.68], [-1.17, 1.03, 3.87], [3.63, 2.51, 0.36], [3.89, 5.24, 0.19], [2.21, 7.13, 0.55], [1.49, 6.85, -1.05], [0.48, 6.78, 0.41], [-1.65, 0.20, -2.35], [-3.03, 2.19, -3.65], [-3.66, 4.53, -3.04], [-3.00, 5.26, -1.57], [-2.02, 5.22, -3.06], [2.51, -0.58, -3.84], [1.93, -1.16, -2.76], [3.15, -1.72, -1.56], [0.67, -1.23, -2.59], [0.23, -1.54, -1.31], [-0.77, -2.33, -1.23], [-1.40, -3.05, -2.35], [-0.64, -3.72, -3.32], [-1.26, -4.39, -4.35], [-2.65, -4.39, -4.45], [-3.41, -3.72, -3.50], [-2.79, -3.07, -2.45], [-1.34, -2.54, 0.14], [-1.89, -3.76, 0.48], [-2.41, -3.94, 1.76], [-2.37, -2.88, 2.65], [-1.80, -1.69, 2.22], [-1.29, -1.51, 1.00], [3.45, -0.81, -4.12], [1.92, -0.10, -4.50], [0.44, -3.71, -3.25], [-0.67, -4.92, -5.09], [-3.13, -4.92, -5.26], [-4.49, -3.72, -3.58], [-3.39, -2.56, -1.71], [-1.93, -4.56, -0.25], [-2.84, -4.89, 2.05], [-2.77, -2.97, 3.64], [-1.77, -0.84, 2.88], [4.10, -4.43, -2.25], [3.00, -4.37, -1.56], [2.45, -3.24, -1.19], [2.28, -5.57, -1.11], [3.05, -6.04, 0.82], [4.61, -3.59, -2.49], [4.49, -5.33, -2.50], [2.45, -6.42, -1.77], [1.22, -5.36, -1.01], [3.94, 1.36, 6.22], [3.03, 0.02, 4.92], [2.95, -1.34, 5.21], [2.33, -2.17, 4.30], [1.80, -1.63, 3.14], [1.87, -0.33, 2.86], [2.47, 0.48, 3.74], [3.37, -1.73, 6.12], [2.25, -3.24, 4.49], [1.31, -2.26, 2.40], [2.51, 1.53, 3.48]]}

---

{"formula": "C18H25Si", "method": "ωB97M-V with the def2-TZVPD basis set", "fmax_ha_per_bohr": 0.044, "charge": 1, "relative_energy_kcal_mol": 20.3, "gap_ev": 6.99, "symbols": ["C", "C", "Si", "C", "C", "H", "H", "H", "H", "H", "H", "H", "H", "H", "H", "H", "H", "C", "C", "C", "C", "C", "C", "C", "C", "C", "C", "C", "C", "C", "C", "H", "H", "H", "H", "H", "H", "H", "H", "H", "H", "H", "H", "H"], "xyz": [[-1.93, -1.92, 1.64], [-0.49, -2.39, 1.52], [0.84, -1.16, 1.98], [0.65, -0.74, 3.79], [2.49, -2.02, 1.77], [0.74, 0.10, 1.08], [-2.62, -2.72, 1.35], [-2.18, -1.62, 2.66], [-2.13, -1.05, 1.00], [-0.31, -3.23, 2.21], [-0.28, -2.76, 0.51], [0.72, -1.68, 4.37], [1.45, -0.06, 4.12], [-0.33, -0.29, 3.99], [2.50, -2.92, 2.40], [2.66, -2.33, 0.73], [3.32, -1.37, 2.09], [-4.98, 0.60, -1.88], [-3.54, 0.87, -1.59], [-3.18, 1.84, -0.65], [-1.85, 2.06, -0.32], [-0.80, 1.29, -0.91], [0.52, 1.41, -0.35], [1.79, 1.33, -1.03], [2.90, 2.03, -0.46], [4.20, 1.76, -0.85], [4.45, 0.79, -1.84], [3.37, 0.17, -2.49], [2.06, 0.49, -2.14], [-1.18, 0.35, -1.90], [-2.52, 0.17, -2.24], [-5.09, -0.16, -2.66], [-5.52, 0.25, -1.00], [-5.48, 1.51, -2.24], [-3.98, 2.42, -0.17], [-1.60, 2.81, 0.43], [0.55, 1.98, 0.59], [2.71, 2.77, 0.33], [5.04, 2.27, -0.38], [5.46, 0.52, -2.11], [3.55, -0.57, -3.27], [1.25, 0.04, -2.70], [-0.43, -0.28, -2.35], [-2.77, -0.57, -3.01]]}

---

{"formula": "C31H44N4P2V", "method": "ωB97M-V with the def2-TZVPD basis set", "fmax_ha_per_bohr": 0.108, "spin_multiplicity": 4, "gap_ev": [6.91, 6.38], "symbols": ["V", "C", "C", "C", "C", "C", "C", "C", "C", "C", "H", "H", "H", "H", "H", "H", "H", "H", "H", "H", "H", "H", "H", "H", "H", "P", "P", "N", "N", "N", "N", "C", "C", "C", "C", "C", "C", "C", "C", "C", "C", "C", "C", "C", "C", "C", "C", "C", "C", "H", "H", "H", "H", "H", "H", "H", "H", "H", "H", "H", "H", "H", "H", "H", "H", "H", "H", "H", "H", "C", "C", "C", "C", "H", "H", "H", "H", "H", "H", "H", "H", "H"], "xyz": [[2.86, -0.10, 3.46], [4.26, 0.02, 1.83], [3.12, 0.83, 1.58], [1.93, 0.42, 0.77], [0.78, -0.26, 1.55], [1.16, -1.16, 2.66], [2.30, -2.01, 2.69], [3.17, -2.27, 1.50], [4.42, -1.39, 1.38], [1.71, -0.76, 5.21], [5.20, 0.51, 2.12], [3.24, 1.92, 1.70], [2.20, -0.19, -0.11], [1.49, 1.35, 0.34], [0.10, 0.52, 1.94], [0.18, -0.81, 0.80], [0.35, -1.31, 3.39], [2.36, -2.77, 3.49], [2.60, -2.26, 0.56], [3.53, -3.31, 1.61], [5.23, -1.86, 1.97], [4.76, -1.45, 0.33], [2.13, -0.66, 6.23], [1.11, -1.69, 5.16], [1.05, 0.12, 5.00], [-3.87, -0.49, -1.82], [-2.10, 1.78, -2.80], [-3.76, -2.24, -1.79], [-5.63, -0.52, -1.60], [-0.68, 1.14, -3.64], [-1.87, 3.41, -3.42], [-3.82, -0.25, -3.66], [-3.39, 1.19, -4.00], [-2.75, -2.93, -1.12], [-2.80, -4.26, -1.48], [-3.88, -4.42, -2.41], [-4.44, -3.16, -2.59], [-6.24, 0.01, -0.46], [-7.61, 0.10, -0.66], [-7.88, -0.42, -1.96], [-6.66, -0.81, -2.51], [0.44, 0.65, -2.95], [1.28, 0.01, -3.85], [0.68, 0.10, -5.14], [-0.51, 0.81, -4.99], [-1.53, 3.84, -4.71], [-1.76, 5.21, -4.80], [-2.27, 5.64, -3.53], [-2.33, 4.52, -2.71], [-4.80, -0.47, -4.12], [-3.10, -0.98, -4.05], [-3.05, 1.24, -5.05], [-4.23, 1.89, -3.89], [-2.10, -2.38, -0.45], [-2.15, -5.05, -1.12], [-4.20, -5.33, -2.89], [-5.27, -2.86, -3.22], [-5.62, 0.28, 0.39], [-8.34, 0.49, 0.04], [-8.84, -0.49, -2.46], [-6.46, -1.26, -3.47], [0.52, 0.83, -1.89], [2.23, -0.46, -3.61], [1.06, -0.30, -6.07], [-1.22, 1.12, -5.73], [-1.15, 3.15, -5.45], [-1.59, 5.82, -5.67], [-2.56, 6.64, -3.26], [-2.65, 4.39, -1.69], [6.59, 1.45, 5.65], [5.95, 0.11, 5.27], [5.98, -0.85, 6.49], [4.48, 0.34, 4.92], [5.94, 1.97, 6.37], [6.70, 2.08, 4.77], [7.58, 1.33, 6.12], [6.48, -0.36, 4.43], [5.33, -0.46, 7.28], [5.62, -1.85, 6.23], [6.98, -0.97, 6.93], [3.92, -0.62, 5.08], [4.09, 1.14, 5.56]]}

---

{"formula": "C13H29ClO8S2", "method": "ωB97M-V with the def2-TZVPD basis set", "fmax_ha_per_bohr": 0.230, "gap_ev": 5.89, "symbols": ["O", "C", "O", "S", "S", "Cl", "H", "C", "O", "C", "C", "O", "C", "C", "O", "C", "H", "H", "H", "H", "H", "H", "H", "H", "H", "H", "H", "H", "H", "H", "C", "O", "C", "C", "O", "C", "C", "O", "C", "H", "H", "H", "H", "H", "H", "H", "H", "H", "H", "H", "H", "H", "H"], "xyz": [[1.80, -3.84, -0.06], [1.30, -3.68, -1.31], [0.11, -4.46, -1.66], [2.24, -2.51, -2.43], [1.76, -2.76, -4.47], [4.27, -3.11, -2.25], [1.31, -4.08, -4.64], [-0.76, -3.50, 1.33], [-0.51, -3.02, 2.64], [0.85, -2.62, 2.83], [0.93, -1.43, 3.79], [0.49, -0.18, 3.23], [-0.91, -0.07, 2.95], [-1.80, 0.01, 4.20], [-1.88, -1.26, 4.85], [-1.91, -1.16, 6.26], [-0.34, -4.50, 1.21], [-1.85, -3.56, 1.20], [-0.37, -2.82, 0.57], [1.32, -2.34, 1.88], [1.38, -3.47, 3.26], [1.98, -1.27, 4.05], [0.42, -1.63, 4.74], [-1.25, -0.85, 2.27], [-1.03, 0.87, 2.41], [-2.81, 0.30, 3.92], [-1.39, 0.77, 4.88], [-1.09, -0.53, 6.63], [-1.77, -2.16, 6.68], [-2.87, -0.77, 6.59], [-0.29, 0.27, -1.00], [-0.45, 1.06, -2.17], [-1.63, 1.87, -2.14], [-1.39, 3.19, -2.87], [-0.56, 4.11, -2.15], [0.82, 3.76, -2.01], [1.63, 3.83, -3.31], [1.29, 2.74, -4.17], [1.27, 3.10, -5.54], [-0.99, -0.56, -1.01], [0.73, -0.12, -0.99], [-0.42, 0.87, -0.10], [-1.94, 2.07, -1.11], [-2.42, 1.31, -2.65], [-2.35, 3.69, -2.98], [-1.01, 3.04, -3.88], [0.93, 2.79, -1.51], [1.25, 4.50, -1.32], [2.69, 3.74, -3.09], [1.44, 4.79, -3.80], [0.67, 4.00, -5.71], [0.81, 2.29, -6.11], [2.29, 3.25, -5.90]]}

---

{"formula": "C29H62NO29P", "method": "ωB97M-V with the def2-TZVPD basis set", "fmax_ha_per_bohr": 0.221, "charge": -2, "relative_energy_kcal_mol": 0.0, "gap_ev": 1.27, "symbols": ["C", "N", "C", "C", "C", "C", "O", "H", "H", "H", "H", "H", "H", "H", "H", "H", "H", "H", "H", "H", "H", "P", "O", "O", "O", "O", "C", "O", "C", "O", "O", "C", "H", "H", "H", "H", "H", "H", "C", "O", "C", "O", "O", "C", "H", "H", "H", "H", "H", "H", "C", "O", "C", "O", "O", "C", "H", "H", "H", "H", "H", "H", "C", "O", "C", "O", "O", "C", "H", "H", "H", "H", "H", "H", "C", "O", "C", "O", "O", "C", "H", "H", "H", "H", "H", "H", "C", "O", "C", "O", "O", "C", "H", "H", "H", "H", "H", "H", "C", "O", "C", "O", "O", "C", "H", "H", "H", "H", "H", "H", "C", "O", "C", "O", "O", "C", "H", "H", "H", "H", "H", "H"], "xyz": [[-0.40, 0.71, 2.30], [0.51, 0.98, 1.12], [1.31, 2.18, 1.53], [1.47, -0.13, 0.87], [-0.45, 1.18, -0.03], [-1.17, -0.03, -0.65], [-2.10, 0.36, -1.65], [0.00, 1.09, 3.18], [-0.74, -0.35, 2.27], [-1.32, 1.06, 2.33], [2.17, 2.12, 2.14], [0.57, 2.90, 1.99], [1.72, 2.73, 0.57], [2.03, 0.25, 0.06], [1.11, -1.20, 0.65], [2.31, -0.21, 1.65], [0.26, 1.53, -0.93], [-1.23, 2.03, 0.42], [-1.90, -0.44, 0.31], [-0.51, -0.88, -0.93], [-2.76, 0.79, -1.13], [-3.92, 1.18, 1.39], [-3.69, -0.07, 1.97], [-3.89, 1.31, -0.20], [-3.10, 2.22, 2.07], [-5.35, 1.49, 1.39], [3.74, 5.18, 3.26], [2.50, 5.57, 3.87], [1.70, 4.70, 4.43], [1.85, 3.45, 4.44], [0.69, 5.25, 4.95], [-0.26, 4.61, 5.75], [3.67, 4.49, 2.40], [4.42, 4.74, 4.06], [4.32, 6.08, 2.99], [-1.10, 5.27, 5.92], [-0.04, 4.27, 6.75], [-0.30, 3.74, 5.15], [-2.69, 3.83, -2.52], [-1.61, 3.68, -3.34], [-1.75, 4.06, -4.63], [-2.80, 4.46, -5.04], [-0.57, 4.07, -5.18], [-0.53, 4.73, -6.48], [-3.23, 2.92, -2.63], [-3.27, 4.69, -2.55], [-2.41, 3.83, -1.40], [-0.88, 5.71, -6.45], [-1.06, 4.15, -7.37], [0.36, 4.76, -7.04], [-0.22, -7.86, 0.36], [-1.06, -6.77, 0.05], [-1.15, -5.69, 0.78], [-0.52, -5.47, 1.78], [-2.02, -4.83, 0.21], [-2.35, -3.61, 0.89], [-0.33, -8.31, 1.29], [0.81, -7.97, 0.43], [-0.23, -8.59, -0.29], [-3.00, -3.05, 0.43], [-1.47, -2.97, 1.23], [-2.61, -4.06, 1.76], [-4.82, -0.96, -2.41], [-6.20, -1.31, -2.83], [-7.22, -0.51, -2.47], [-7.13, 0.63, -2.00], [-8.45, -0.99, -2.83], [-9.69, -0.16, -2.82], [-4.01, -1.51, -2.93], [-4.60, -1.32, -1.35], [-4.63, -0.03, -2.46], [-9.28, 0.82, -3.14], [-10.01, -0.17, -1.94], [-10.47, -0.64, -3.27], [3.45, -3.99, -1.40], [2.49, -3.92, -2.50], [1.28, -3.63, -2.32], [0.82, -3.06, -1.36], [0.47, -3.76, -3.39], [-0.99, -3.47, -3.23], [3.37, -4.89, -0.61], [3.66, -3.31, -0.73], [4.33, -4.12, -2.03], [-0.95, -2.59, -2.77], [-1.33, -4.20, -2.48], [-1.49, -3.64, -4.22], [1.31, 0.40, -3.31], [2.54, 0.44, -2.60], [3.66, -0.09, -3.13], [3.83, -0.45, -4.32], [4.73, -0.22, -2.22], [5.94, -0.65, -2.63], [1.25, -0.67, -3.43], [1.23, 1.01, -4.23], [0.52, 0.62, -2.66], [6.01, -1.82, -3.15], [6.63, -0.56, -1.93], [6.26, 0.05, -3.39], [5.48, 3.16, -1.72], [6.15, 2.33, -0.87], [5.52, 1.93, 0.26], [4.35, 2.28, 0.53], [6.35, 1.22, 1.09], [5.90, 1.07, 2.41], [4.83, 3.82, -1.16], [4.70, 2.51, -2.30], [6.18, 3.72, -2.49], [6.59, 0.29, 2.95], [5.00, 0.35, 2.31], [5.66, 1.88, 2.98], [-2.64, -1.97, 4.18], [-1.82, -3.03, 4.77], [-0.52, -2.91, 4.93], [0.11, -1.83, 4.57], [-0.01, -3.84, 5.51], [1.39, -3.89, 5.81], [-2.11, -1.01, 4.10], [-3.37, -1.58, 4.77], [-3.06, -2.28, 3.25], [1.38, -3.02, 6.47], [2.08, -3.64, 4.91], [1.85, -4.72, 6.28]]}

---

{"formula": "C12H18CaO11Pt2", "method": "ωB97M-V with the def2-TZVPD basis set", "fmax_ha_per_bohr": 0.044, "spin_multiplicity": 5, "charge": 2, "gap_ev": [5.96, 6.59], "symbols": ["Ca", "Pt", "Pt", "C", "C", "O", "O", "H", "H", "H", "C", "C", "O", "O", "H", "H", "H", "C", "C", "O", "O", "H", "H", "H", "C", "C", "O", "O", "H", "H", "H", "C", "C", "C", "O", "C", "O", "O", "H", "H", "H", "H", "H", "H"], "xyz": [[10.69, 17.86, 7.61], [11.25, 22.45, 7.95], [14.33, 20.95, 7.39], [14.43, 25.30, 6.84], [13.81, 24.05, 7.33], [12.66, 24.05, 7.80], [14.54, 22.97, 7.25], [14.54, 26.01, 7.65], [13.86, 25.73, 6.01], [15.41, 25.10, 6.40], [8.11, 22.25, 5.46], [9.06, 22.47, 6.59], [9.87, 23.45, 6.58], [9.17, 21.64, 7.55], [8.03, 21.19, 5.25], [8.49, 22.78, 4.59], [7.12, 22.63, 5.69], [12.65, 19.36, 10.79], [12.21, 20.07, 9.55], [11.15, 19.73, 8.96], [12.97, 21.01, 9.09], [11.83, 18.87, 11.32], [13.05, 20.04, 11.54], [13.35, 18.55, 10.56], [11.18, 20.95, 4.37], [11.82, 20.43, 5.61], [12.49, 21.29, 6.32], [11.56, 19.27, 6.01], [10.25, 20.41, 4.23], [11.78, 20.89, 3.46], [11.01, 22.01, 4.54], [16.63, 21.26, 0.45], [15.15, 21.38, 0.13], [14.29, 20.19, 0.51], [13.21, 20.76, 1.24], [13.34, 22.10, 1.28], [12.58, 22.86, 1.80], [14.56, 22.48, 0.84], [16.76, 21.45, 1.52], [17.21, 22.06, -0.01], [17.09, 20.31, 0.19], [15.09, 21.62, -0.94], [14.84, 19.52, 1.19], [13.98, 19.56, -0.32]]}